No. 1
C53H48BHfN6O2P2S4 as an isolated structure. Source: the OMol25 dataset; level of theory: ωB97M-V with the def2-TZVPD basis set.

The total energy is -132682.929 eV. The value obtained for the HOMO energy is -5.09 eV. The charge is -1. The value obtained for the HOMO-LUMO gap is 7.153 eV.

Element x y z (Å)
Hf (0.95613, -1.05396, 1.17927)
S (-1.05872, -2.08690, -0.12578)
P (-2.04625, -0.59320, 0.84081)
C (-0.90246, 0.13092, 1.85811)
P (-1.02836, 1.40910, 3.00215)
S (-0.28710, 1.12613, 4.80337)
C (-2.73156, 1.93076, 3.30798)
C (-3.43393, 1.17295, 4.17194)
C (-4.62519, 1.58471, 4.73538)
C (-5.16095, 2.85299, 4.37988)
C (-4.49141, 3.61161, 3.39953)
C (-3.33281, 3.12099, 2.84961)
C (-0.26008, 2.95488, 2.37011)
C (0.16078, 3.86953, 3.34257)
C (0.82016, 5.04895, 2.93159)
C (0.92027, 5.39609, 1.60150)
C (0.38948, 4.52490, 0.64631)
C (-0.27450, 3.35961, 1.02918)
C (-3.47620, -1.39554, 1.65231)
C (-4.64957, -0.68845, 1.83320)
C (-5.72034, -1.22698, 2.46910)
C (-5.73550, -2.51294, 2.96954)
C (-4.55934, -3.24652, 2.72978)
C (-3.45504, -2.74721, 2.04916)
C (-2.66194, 0.42334, -0.52686)
C (-3.08333, -0.09681, -1.80360)
C (-3.45888, 0.73785, -2.82684)
C (-3.54379, 2.12524, -2.61701)
C (-3.28697, 2.61390, -1.37272)
C (-2.81334, 1.79813, -0.36241)
H (-2.97158, 0.25069, 4.50280)
H (-5.23854, 0.94486, 5.34105)
H (-6.12685, 3.11754, 4.76927)
H (-4.90832, 4.48946, 2.97425)
H (-2.75164, 3.72335, 2.13068)
H (-0.00979, 3.58840, 4.41625)
H (1.16922, 5.66456, 3.80296)
H (1.56205, 6.21089, 1.29171)
H (0.32054, 4.80432, -0.42811)
H (-0.43606, 2.64060, 0.20933)
H (-4.76711, 0.27239, 1.32997)
H (-6.66900, -0.61345, 2.54581)
H (-6.56507, -2.91206, 3.53468)
H (-4.47022, -4.31166, 3.09750)
H (-2.65235, -3.32577, 1.73492)
H (-2.91183, -1.14364, -2.03027)
H (-3.67361, 0.28584, -3.75268)
H (-3.61714, 2.91733, -3.31606)
H (-3.48298, 3.70482, -1.25517)
H (-2.50663, 2.22278, 0.59026)
S (2.22058, -2.79612, -0.39870)
C (1.54253, -4.31404, 0.10826)
N (1.47627, -5.31747, -0.68319)
N (2.11722, -5.16409, -1.85364)
C (1.90073, -6.10632, -2.83788)
C (1.78248, -5.60551, -4.16767)
C (1.76226, -6.48496, -5.23769)
C (1.75059, -7.85203, -5.02556)
C (1.64874, -8.27939, -3.70003)
C (1.75169, -7.44358, -2.59600)
N (0.74987, -4.51600, 1.23677)
N (0.42828, -3.57603, 1.91693)
C (-0.38021, -3.96940, 3.10509)
C (-0.97620, -5.22978, 3.12782)
C (-1.48246, -5.65596, 4.32882)
C (-1.51918, -4.83196, 5.47423)
C (-0.99099, -3.56861, 5.38248)
C (-0.39513, -3.16058, 4.19511)
H (2.30501, -4.23291, -2.18551)
H (1.79001, -4.55746, -4.34296)
H (1.61256, -6.05703, -6.27683)
H (1.72608, -8.53492, -5.86091)
H (1.49815, -9.32114, -3.57599)
H (1.75940, -7.79958, -1.55235)
H (-0.93769, -5.93722, 2.26686)
H (-1.75248, -6.68801, 4.34076)
H (-2.03502, -5.24111, 6.30813)
H (-1.00504, -2.93275, 6.27086)
H (0.01009, -2.19231, 4.15825)
C (5.14479, 3.18732, 3.53151)
C (4.15904, 2.31877, 2.88061)
C (3.38433, 2.83449, 1.90311)
C (2.47174, 2.02956, 1.32800)
N (2.30383, 0.80830, 1.79928)
C (3.04594, 0.35057, 2.84137)
S (2.56215, -1.26850, 3.28181)
N (3.96857, 1.08433, 3.43938)
H (6.15967, 2.78515, 3.60517)
H (4.88128, 3.38565, 4.59066)
H (5.22115, 4.16433, 3.01212)
H (3.49102, 3.90793, 1.69418)
H (1.83436, 2.27209, 0.49858)
C (2.65463, 3.45396, -6.98736)
C (3.37168, 3.02306, -5.72269)
C (3.88850, 4.33114, -5.06341)
C (4.53929, 2.12628, -6.23189)
C (2.44149, 2.33992, -4.68035)
C (1.12278, 2.83171, -4.53397)
C (0.32534, 2.39909, -3.47220)
C (0.88152, 1.45281, -2.62951)
O (0.35151, 0.96354, -1.45558)
B (1.34401, 0.09458, -0.87916)
O (2.43148, 0.07493, -1.82489)
C (2.12922, 0.88837, -2.81545)
C (2.92901, 1.37626, -3.82084)
H (3.42130, 3.88093, -7.67912)
H (1.83727, 4.17839, -6.84722)
H (2.32159, 2.51769, -7.33259)
H (4.60326, 4.83233, -5.72951)
H (4.39242, 4.06215, -4.14519)
H (3.08087, 5.01025, -4.84752)
H (5.23643, 2.67752, -6.90234)
H (4.07576, 1.29826, -6.81884)
H (5.09598, 1.65297, -5.43189)
H (0.87827, 3.64634, -5.20478)
H (-0.72087, 2.76686, -3.35081)
H (3.91886, 0.95163, -3.93044)

Atomic forces in eV per Å
-0.28 -0.23 0.89
-0.26 0.15 -0.17
0.78 -0.66 -0.17
0.47 -0.31 -0.45
0.52 -0.22 -0.26
0.33 -0.49 0.20
-0.32 1.74 -1.31
-0.52 -1.51 1.70
-1.04 1.75 -0.93
0.97 -1.32 -0.59
-0.62 -1.23 0.55
1.84 0.09 -0.17
-0.96 0.65 0.20
0.21 0.06 -0.15
-0.63 -0.21 2.37
0.60 -0.62 -0.42
-1.14 0.74 -0.56
1.66 -0.75 -0.43
-0.14 -0.42 -0.34
0.66 0.97 -1.10
-3.19 0.67 0.70
1.78 -0.10 -0.24
-0.02 -2.00 0.78
-1.66 2.14 0.26
-1.58 0.57 -1.52
1.18 0.04 1.43
0.01 0.93 0.60
0.48 -1.00 0.30
-0.15 1.41 0.53
0.16 -0.53 1.12
-0.18 -0.17 0.08
0.15 -0.27 0.43
-0.16 0.38 0.13
-0.38 0.83 0.01
-0.57 -0.18 0.32
0.52 0.47 -1.19
-0.04 -0.24 -1.33
-0.34 0.32 0.00
0.55 -0.23 0.82
-0.54 0.27 0.62
0.14 0.04 0.45
1.22 -0.66 -0.05
-0.02 -0.08 -0.13
-0.28 1.23 -0.48
1.33 -1.16 -0.06
-0.26 -0.03 0.21
-0.18 -0.25 -1.17
-0.77 -0.02 -1.36
0.60 -0.90 0.37
-0.29 -0.02 -0.25
0.21 0.66 0.72
-0.53 0.97 -0.48
0.58 -0.74 -0.10
-0.27 -0.70 0.09
-0.33 1.46 -1.52
0.66 -1.44 0.58
-0.53 1.16 -1.30
-0.41 0.35 0.75
0.32 -0.20 -0.62
0.02 -0.82 0.36
0.39 -2.25 -0.54
-0.51 2.35 2.13
0.79 -0.72 -1.97
0.49 -0.50 -0.37
0.07 0.26 0.15
-0.12 -0.84 -1.66
-0.19 -0.04 0.78
-0.48 0.21 0.63
-0.01 0.57 0.22
-0.07 0.76 -0.01
0.50 -0.61 1.30
-0.09 -0.17 0.08
0.03 -0.92 0.44
-0.11 0.07 -0.76
0.06 0.94 0.73
-0.67 -0.50 0.44
-0.04 0.06 0.95
0.06 0.06 -0.48
0.68 1.19 -0.16
1.13 1.42 0.98
0.04 -1.67 2.28
0.45 2.47 -0.65
-0.97 -1.41 -0.41
-0.30 -0.91 -0.38
-0.69 -0.01 0.02
0.22 0.17 -0.07
0.54 0.69 -0.92
-0.19 -0.30 -0.29
-0.16 -0.13 -0.55
-0.07 -0.52 0.31
-0.10 -0.71 -0.40
0.04 0.34 -0.18
0.63 0.77 0.04
0.51 0.96 0.60
0.78 -0.94 -0.33
-0.76 -0.22 -0.22
-0.27 0.75 -0.98
1.27 -0.20 0.25
-0.78 0.24 -0.39
-0.91 -0.04 0.48
0.63 -0.17 -0.02
-0.41 0.36 -1.15
0.15 -1.10 1.65
-0.58 1.86 -0.91
0.71 -0.87 -0.22
-0.75 -0.26 0.35
0.33 -0.35 -0.10
-1.04 -0.83 -1.35
-0.09 -0.04 0.10
0.22 0.22 0.39
-0.38 0.18 0.13
-0.51 -0.24 0.53
0.43 0.47 0.28
0.25 0.12 0.13
-0.65 -0.19 0.21
1.04 -0.32 0.14
0.07 0.14 0.01

No. 2
C53H48BrN8O4RbSi as an isolated structure. Source: the OMol25 dataset; level of theory: ωB97M-V with the def2-TZVPD basis set.

The total energy is -154425.432 eV. The value obtained for the HOMO energy is -1.28 eV. The charge is -2. The value obtained for the HOMO-LUMO gap is 4.806 eV.

Element x y z (Å)
Rb (0.20101, -0.61829, 1.06208)
Br (-0.01322, -8.03562, -3.38183)
C (-0.20193, -6.49156, -2.27559)
C (-1.45896, -6.14183, -1.77759)
C (-1.59920, -5.03742, -0.97408)
C (-0.49175, -4.19328, -0.59853)
O (-0.64753, -3.20856, 0.16704)
C (0.78422, -4.58322, -1.15813)
C (2.01650, -3.82949, -0.93721)
N (2.11909, -2.75445, -0.26774)
C (3.33909, -2.06533, -0.25514)
C (4.05359, -1.80113, -1.39427)
C (5.19693, -0.96703, -1.36542)
C (5.60622, -0.39235, -0.20169)
C (4.88628, -0.63594, 0.99631)
C (5.23141, -0.02148, 2.22001)
C (4.47880, -0.26309, 3.32534)
C (3.37720, -1.13938, 3.20622)
N (3.03205, -1.74140, 2.10264)
C (3.76128, -1.47695, 0.98259)
C (0.89202, -5.71499, -1.96759)
H (-2.32539, -6.74144, -2.03312)
H (-2.57299, -4.74984, -0.59305)
H (2.91190, -4.26797, -1.40872)
H (3.68351, -2.17914, -2.33976)
H (5.72141, -0.75878, -2.29050)
H (6.45356, 0.28280, -0.17434)
H (6.06639, 0.66839, 2.25315)
H (4.67829, 0.22514, 4.26977)
H (2.75661, -1.33644, 4.07663)
H (1.86978, -5.97697, -2.35923)
C (-3.11540, 3.09782, -6.39497)
O (-3.06501, 2.86742, -5.00889)
C (-2.70147, 3.92498, -4.20997)
C (-2.51503, 5.21534, -4.66884)
C (-2.11953, 6.21648, -3.78218)
C (-1.90213, 5.89806, -2.45552)
C (-2.07965, 4.59805, -1.99424)
C (-2.50008, 3.59186, -2.85664)
N (-2.70707, 2.26363, -2.49327)
C (-2.33508, 1.72934, -1.22607)
N (-2.99216, 2.34343, -0.21664)
C (-2.74377, 2.34677, 1.20524)
C (-1.61931, 1.75063, 1.75653)
C (-1.54490, 1.93129, 3.15453)
C (-2.48386, 2.59956, 3.92589)
C (-3.59904, 3.17735, 3.30935)
C (-3.71324, 3.05202, 1.93390)
O (-4.77657, 3.59685, 1.21011)
C (-5.55283, 4.56707, 1.85882)
N (-1.54642, 0.73010, -1.11650)
C (-0.77886, 0.26476, -2.18213)
C (-0.79020, -1.09750, -2.48097)
C (0.07841, -1.64768, -3.41533)
C (1.00406, -0.83483, -4.04975)
C (1.06353, 0.52172, -3.74119)
C (0.18402, 1.07191, -2.81986)
O (0.21974, 2.37936, -2.43997)
C (1.49305, 2.99828, -2.35574)
H (-3.35272, 2.14342, -6.85851)
H (-2.15101, 3.45442, -6.77008)
H (-3.89052, 3.82743, -6.65231)
H (-2.66759, 5.44970, -5.71351)
H (-1.97114, 7.22630, -4.14267)
H (-1.56918, 6.65582, -1.75753)
H (-1.86391, 4.35216, -0.96430)
H (-2.58459, 1.61013, -3.25198)
H (-3.76590, 2.91190, -0.51789)
H (-0.67299, 1.53477, 3.68000)
H (-2.36395, 2.70004, 5.00185)
H (-4.34194, 3.70869, 3.88945)
H (-6.20191, 5.00782, 1.10231)
H (-4.92759, 5.34714, 2.30577)
H (-6.17537, 4.12883, 2.64795)
H (-1.45806, -1.72645, -1.90516)
H (0.05001, -2.71458, -3.59924)
H (1.70544, -1.25522, -4.76097)
H (1.81476, 1.15017, -4.20227)
H (1.33572, 3.92872, -1.81583)
H (1.90624, 3.21911, -3.34644)
H (2.18459, 2.37311, -1.78509)
N (-3.29408, -10.68745, 2.67213)
C (-3.05511, -9.57323, 2.83143)
C (-2.75440, -8.17146, 3.05157)
C (-2.98886, -7.61508, 4.30332)
C (-2.70316, -6.27902, 4.52657)
C (-2.18947, -5.49952, 3.49255)
C (-1.96624, -6.05571, 2.23045)
C (-2.24163, -7.39397, 2.01570)
N (-1.90352, -4.14459, 3.70692)
C (-2.41559, -3.28571, 4.67871)
C (-1.86573, -2.06932, 4.42714)
N (-1.01694, -2.15570, 3.34375)
C (-1.04588, -3.38537, 2.94974)
H (-3.38438, -8.22496, 5.10410)
H (-2.85943, -5.84712, 5.50464)
H (-1.60768, -5.44603, 1.40999)
H (-2.07192, -7.82251, 1.03727)
H (-3.15685, -3.60740, 5.38792)
H (-2.05972, -1.12619, 4.91002)
H (-0.50566, -3.76487, 2.09611)
C (3.42860, 5.52872, 1.81764)
Si (4.13980, 4.00117, 0.98619)
C (4.52157, 4.47676, -0.79653)
C (5.81851, 3.68137, 1.79174)
C (3.05828, 2.60528, 1.09996)
C (2.33857, 1.59373, 1.14759)
H (4.12491, 6.37146, 1.74379)
H (3.22138, 5.33469, 2.87158)
H (2.48491, 5.81016, 1.34615)
H (5.24064, 5.29970, -0.85586)
H (3.60434, 4.78472, -1.30381)
H (4.92515, 3.61658, -1.33582)
H (6.42237, 4.59117, 1.86045)
H (6.37741, 2.94135, 1.21251)
H (5.67406, 3.27788, 2.79688)

Atomic forces in eV per Å
-0.02 0.24 -0.18
0.00 -0.01 -0.01
0.00 0.09 0.06
-0.07 -0.04 -0.01
0.07 0.04 -0.09
0.11 0.02 -0.11
-0.19 -0.23 -0.19
0.19 0.10 0.01
-0.17 -0.10 0.03
0.16 0.14 -0.06
-0.24 0.01 0.18
0.11 0.07 -0.15
-0.12 -0.10 -0.06
-0.04 -0.01 0.13
0.19 0.11 -0.06
0.04 0.02 -0.01
-0.12 -0.07 0.00
0.07 0.04 0.11
0.06 0.04 -0.14
-0.17 -0.17 0.11
0.03 -0.07 -0.02
0.01 0.00 -0.01
-0.02 -0.01 -0.05
-0.02 -0.01 -0.01
0.01 0.02 -0.01
0.00 -0.01 0.00
0.01 0.00 -0.01
0.01 -0.01 -0.03
0.01 0.00 0.00
-0.01 -0.01 -0.01
-0.02 -0.02 -0.01
0.03 0.02 0.03
-0.02 0.02 0.00
0.00 -0.04 -0.02
-0.01 0.00 0.01
-0.01 -0.02 -0.01
0.01 -0.01 0.03
-0.02 -0.01 0.00
0.06 -0.07 -0.09
0.02 0.09 0.13
0.10 0.09 -0.08
-0.02 -0.17 0.13
-0.06 0.03 -0.42
-0.16 0.04 0.30
0.11 -0.08 0.07
-0.14 0.08 -0.14
0.08 -0.05 -0.03
-0.02 0.00 0.11
0.04 0.05 -0.05
-0.02 -0.05 0.02
-0.21 -0.17 0.02
0.05 -0.03 0.21
-0.04 0.01 -0.06
-0.02 0.05 0.08
0.00 -0.03 -0.01
-0.01 -0.03 -0.02
0.11 0.02 0.11
-0.11 0.06 -0.13
0.06 -0.10 0.04
0.00 -0.01 0.01
-0.01 0.00 -0.02
0.00 -0.01 -0.01
0.00 0.02 0.02
0.00 0.01 0.00
0.00 0.01 -0.01
0.01 0.01 0.01
0.04 0.02 -0.03
0.00 0.01 0.05
-0.01 -0.02 0.03
0.02 -0.01 0.02
0.01 0.00 0.02
-0.01 0.01 0.01
0.00 0.01 -0.02
0.00 0.01 0.00
-0.02 -0.02 -0.04
0.03 -0.01 -0.03
0.00 0.01 -0.01
0.00 0.00 0.01
0.01 0.01 0.01
-0.03 0.02 -0.01
0.00 0.05 0.03
-0.01 0.05 0.02
0.10 0.37 0.06
-0.14 -0.67 -0.13
0.04 0.24 0.09
0.00 -0.17 -0.07
-0.02 0.16 0.00
-0.07 -0.14 0.06
0.05 0.25 0.04
0.13 0.15 0.13
-0.14 -0.14 -0.06
-0.09 -0.24 -0.21
0.20 0.49 0.39
-0.08 -0.25 -0.09
0.00 -0.03 -0.02
0.00 0.01 0.00
-0.01 -0.04 0.13
0.01 -0.01 -0.02
0.00 0.01 0.01
0.03 0.00 0.05
0.00 0.02 0.07
0.06 0.15 0.00
0.05 0.06 0.02
-0.04 0.04 -0.07
0.04 -0.05 0.05
-0.14 -0.33 -0.02
0.27 0.12 -0.08
-0.06 0.03 0.03
0.01 -0.01 0.02
-0.01 0.01 -0.01
0.01 0.00 -0.01
0.01 0.02 -0.04
0.02 0.00 -0.01
0.01 0.00 0.00
0.01 0.00 0.00
0.03 0.02 0.02